DFT (ωB97M-V/def2-TZVPD) results for C26H21AsClF3NO5S6V as an isolated structure.

## Properties
2S+1 = 2
LUMO (spin up / spin down) = 2.426 / 2.427 eV
orbital gap (spin up / spin down) = 7.434 / 7.522 eV
ΔE to the lowest compared entry with this formula, charge and spin = 24.25 kJ/mol
total charge = -1
E_HOMO (spin up / spin down) = -0.1840 / -0.1872 Ha
maximum force = 0.70 eV/Å
<S²> = 0.767

The geometry in XYZ format:
```
65
Properties=species:S:1:pos:R:3:forces:R:3
V 1.780 1.586 -0.151 -0.519 -0.112 0.451
Cl 1.688 -5.244 3.521 0.009 0.008 -0.011
C 1.647 -3.629 2.848 -0.034 -0.012 0.026
C 0.631 -2.759 3.206 0.011 0.002 -0.002
C 0.591 -1.487 2.666 0.011 -0.019 0.026
C 1.552 -1.040 1.739 0.237 0.026 -0.136
O 1.439 0.148 1.212 0.207 0.218 -0.182
C 2.612 -1.946 1.440 -0.165 0.129 -0.031
C 3.741 -1.469 0.579 -0.045 0.119 0.079
O 3.140 -1.299 -0.754 0.045 0.033 0.009
C 2.641 -3.218 1.981 0.050 -0.035 -0.002
H -0.126 -3.079 3.910 -0.004 0.010 0.000
H -0.189 -0.792 2.953 -0.011 -0.010 -0.004
H 4.573 -2.170 0.487 0.013 -0.012 -0.009
H 3.455 -3.890 1.733 -0.006 0.001 0.004
S 5.406 0.720 0.754 -0.011 0.054 0.094
S 5.423 1.737 2.531 -0.078 -0.048 -0.162
S 3.417 2.151 2.908 0.092 -0.068 0.069
S 2.579 3.215 1.381 0.049 -0.018 -0.138
S 0.819 3.507 -1.303 -0.071 0.006 0.177
C -0.877 3.349 -1.774 0.130 0.062 -0.067
C -1.420 4.384 -2.550 -0.026 -0.022 0.000
C -2.733 4.342 -2.980 0.026 -0.014 0.021
C -3.552 3.266 -2.647 0.005 0.022 -0.009
C -3.031 2.242 -1.875 0.006 0.006 -0.006
C -1.708 2.275 -1.444 -0.088 -0.029 0.050
As -0.894 0.950 -0.310 0.135 0.120 -0.185
C -1.835 -0.692 -0.752 0.048 -0.038 -0.105
C -2.261 -0.952 -2.053 -0.005 -0.009 0.041
C -2.872 -2.160 -2.360 -0.002 -0.002 0.004
C -3.049 -3.125 -1.377 0.001 0.008 -0.016
C -2.618 -2.875 -0.083 -0.003 0.001 -0.006
C -2.018 -1.662 0.227 0.002 -0.001 0.041
C -1.772 1.353 1.389 -0.001 -0.002 0.031
C -3.149 1.208 1.540 0.007 -0.022 0.004
C -3.764 1.529 2.740 -0.006 0.000 0.001
C -3.005 2.003 3.804 0.015 0.001 -0.004
C -1.635 2.154 3.660 -0.015 0.006 0.000
C -1.018 1.828 2.457 0.004 0.032 -0.035
H -0.785 5.221 -2.810 -0.007 0.003 -0.005
H -3.123 5.154 -3.582 0.001 -0.002 0.001
H -4.581 3.230 -2.981 0.005 0.006 -0.001
H -3.661 1.400 -1.613 0.005 -0.002 0.011
H -2.109 -0.208 -2.822 0.004 0.000 -0.007
H -3.207 -2.349 -3.373 0.001 -0.002 0.002
H -3.517 -4.070 -1.622 0.001 0.002 0.004
H -2.742 -3.624 0.688 0.002 0.003 0.002
H -1.687 -1.477 1.241 0.010 -0.004 -0.001
H -3.748 0.833 0.718 -0.004 -0.002 0.003
H -4.835 1.409 2.846 0.004 0.000 0.001
H -3.485 2.253 4.742 0.002 -0.001 0.000
H -1.036 2.525 4.481 -0.003 -0.001 0.003
H 0.054 1.942 2.359 0.011 -0.001 0.003
F 2.613 -3.201 -2.716 -0.041 -0.023 -0.016
C 3.897 -2.835 -2.632 -0.104 0.052 -0.179
F 4.531 -3.689 -1.836 0.083 -0.027 0.110
F 4.427 -2.921 -3.864 0.063 -0.036 0.049
S 4.016 -1.047 -2.071 -0.089 -0.123 0.078
O 5.424 -0.909 -1.722 0.137 0.000 0.001
O 4.113 -0.269 1.153 0.027 -0.100 -0.045
O 2.933 1.344 -1.190 -0.213 -0.151 0.028
N 0.506 0.262 -3.000 0.077 0.027 -0.046
H 0.230 0.145 -3.968 0.002 -0.004 0.000
H 0.975 -0.590 -2.712 0.009 0.002 -0.012
H 1.192 1.011 -2.963 -0.001 -0.006 -0.002
```
Forces are in eV/Å.